{
  "formula": "C29H50As2ClIrO4S",
  "method": "wB97M-V/def2-TZVPD",
  "homo_energy_ha": [-0.581, -0.601],
  "max_force_ha_per_bohr": 0.0439,
  "total_energy_ev": -186919.69288,
  "charge": 3,
  "de_lowest_kj_mol": 368.6,
  "gap_ev": [5.560, 6.112],
  "spin_multiplicity": 2,
  "elements": ["Ir", "C", "O", "C", "C", "O", "C", "C", "O", "C", "H", "H", "H", "H", "H", "H", "H", "H", "H", "H", "H", "H", "H", "H", "C", "As", "C", "C", "C", "C", "C", "C", "C", "As", "C", "C", "H", "H", "H", "H", "H", "H", "H", "H", "H", "H", "H", "H", "H", "H", "H", "H", "C", "C", "C", "S", "O", "C", "C", "C", "H", "H", "H", "H", "H", "H", "H", "H", "H", "H", "H", "H", "H", "H", "Cl", "C", "C", "C", "C", "C", "C", "C", "H", "H", "H", "H", "H", "H"],
  "coordinates": [[1.116295, 0.074849, 0.043060], [0.745695, -3.097467, -1.462711], [1.502048, -2.314281, -0.532147], [2.855030, -2.767254, -0.474981], [3.619645, -1.921906, 0.506523], [3.472477, -0.513860, 0.285547], [4.260613, 0.108211, -0.726879], [3.639615, -0.024860, -2.100985], [2.230179, 0.283594, -2.037638], [1.577376, -0.064178, -3.269733], [0.591458, -4.104435, -1.072126], [-0.209371, -2.604409, -1.613897], [1.272092, -3.163538, -2.418329], [2.893787, -3.808130, -0.138860], [3.285363, -2.730149, -1.478758], [3.213896, -2.086492, 1.503783], [4.674923, -2.202171, 0.508336], [4.301100, 1.157585, -0.454535], [5.278330, -0.287747, -0.728497], [4.129110, 0.677163, -2.781427], [3.758830, -1.027084, -2.512341], [1.880078, 0.622715, -4.062606], [1.839651, -1.080799, -3.566223], [0.504038, -0.006248, -3.106110], [0.472833, -1.242857, 3.736375], [1.148702, 0.009992, 2.442223], [2.958597, 0.143683, 3.126282], [0.402649, 1.689814, 2.991565], [-0.350458, 1.860969, 4.146595], [-0.775961, 3.135499, 4.502789], [-0.455649, 4.227031, 3.706490], [0.285279, 4.050063, 2.544193], [0.709376, 2.774651, 2.187879], [1.713427, 2.401712, 0.592416], [1.242373, 3.899233, -0.539544], [3.503222, 2.985264, 1.056562], [0.838920, -0.886831, 4.698392], [0.897198, -2.225631, 3.541616], [-0.607913, -1.313872, 3.747906], [2.923328, 0.771307, 4.015337], [3.633524, 0.550796, 2.391978], [3.309782, -0.848726, 3.406043], [-0.604850, 1.022066, 4.781527], [-1.356787, 3.274664, 5.404869], [-0.792342, 5.217319, 3.982987], [0.518322, 4.911661, 1.931419], [1.648718, 4.799833, -0.084175], [0.166623, 4.003668, -0.643611], [1.700238, 3.781939, -1.521430], [3.380010, 3.905937, 1.625922], [4.065752, 3.205176, 0.150132], [4.047916, 2.267283, 1.655439], [-3.072808, -4.194954, -1.489967], [-3.284877, -2.757787, -1.957410], [-3.338634, -1.741693, -0.816458], [-1.896552, -1.785765, 0.258351], [-1.080991, -0.541455, -0.185236], [-2.684361, -1.321369, 1.801083], [-3.143254, -2.540347, 2.615123], [-2.143035, -3.699717, 2.683963], [-3.118266, -4.880544, -2.334516], [-3.847057, -4.495500, -0.780289], [-2.101919, -4.333297, -1.009472], [-4.246111, -2.696318, -2.470587], [-2.523608, -2.469403, -2.687841], [-4.197422, -1.949531, -0.172512], [-3.386636, -0.707665, -1.162601], [-3.519212, -0.657872, 1.570925], [-1.912367, -0.741243, 2.303693], [-4.087978, -2.905525, 2.208463], [-3.370042, -2.178932, 3.619523], [-2.234133, -4.363153, 1.823213], [-1.111630, -3.347556, 2.715523], [-2.316368, -4.300347, 3.574696], [-4.976635, 2.520906, -5.813557], [-3.772258, 2.342269, -4.679710], [-2.419365, 2.442601, -5.095767], [-1.440438, 2.324945, -4.166846], [-1.762534, 2.113262, -2.774290], [-0.793832, 2.078988, -1.832649], [-3.153219, 2.004008, -2.397524], [-4.133511, 2.113494, -3.326337], [-2.198333, 2.621649, -6.138910], [-0.401190, 2.420879, -4.459034], [-1.050062, 2.024901, -0.782052], [0.242857, 2.203676, -2.112138], [-3.399044, 1.855586, -1.352599], [-5.180265, 2.052059, -3.062892]],
  "forces_ev_per_angstrom": [[2.0044, 0.0931, 1.0342], [0.0181, 0.0135, -0.0071], [-0.1619, 0.0328, 0.0009], [-0.0335, -0.0356, -0.0759], [0.0079, 0.1278, 0.0075], [0.1610, -0.0654, -0.1647], [-0.2211, -0.1577, -0.1185], [0.0228, 0.0352, -0.0056], [-0.4527, -0.0468, -0.1653], [0.0657, 0.0200, -0.0146], [-0.0114, 0.0053, 0.0161], [0.0124, 0.0041, -0.0022], [0.0076, -0.0083, 0.0057], [-0.0432, -0.0089, -0.0079], [0.0311, -0.0302, -0.0031], [0.0680, -0.0350, 0.0505], [0.0179, 0.0124, -0.0006], [0.0884, 0.0273, 0.0571], [0.0040, -0.0206, -0.0498], [-0.0294, -0.0053, -0.0391], [-0.0264, -0.0352, 0.0041], [0.0225, 0.0012, 0.0003], [-0.0131, -0.0157, 0.0102], [-0.0057, -0.0069, 0.0196], [-0.0430, -0.3130, -0.1848], [-0.2732, 0.3285, -0.0510], [-0.0074, -0.2152, 0.1588], [-0.2832, -0.1058, 0.2866], [0.0770, 0.0736, 0.0357], [-0.0109, 0.0000, -0.0333], [-0.0271, -0.0332, -0.0191], [0.0269, -0.0192, 0.0532], [-0.0701, 0.3154, -0.0123], [-0.5733, -0.2131, 0.0091], [0.1099, -0.0463, -0.2564], [0.1215, 0.0367, -0.1673], [-0.0234, -0.0132, 0.0308], [0.0005, -0.0388, 0.0140], [-0.0426, 0.0182, 0.0509], [0.0007, -0.0055, 0.0149], [0.0680, 0.0243, -0.0382], [-0.0015, 0.0053, 0.0439], [0.0195, -0.0038, 0.0121], [-0.0057, 0.0083, -0.0141], [0.0176, -0.0095, 0.0145], [0.0100, 0.0074, 0.0057], [0.0063, 0.0149, 0.0260], [-0.0157, 0.0860, 0.0771], [0.0249, 0.0457, 0.0026], [-0.0013, 0.0025, 0.0077], [-0.0001, 0.0484, 0.0054], [0.0269, -0.0155, 0.0360], [-0.0051, 0.0237, 0.0036], [0.0098, 0.0297, 0.0170], [-0.1789, -0.3834, -0.0496], [0.4817, 0.3822, -0.1380], [-0.3818, -0.0895, -0.2951], [-0.1306, -0.0485, 0.0581], [0.0160, -0.0403, -0.0660], [-0.0518, 0.0513, -0.0287], [-0.0216, 0.0046, 0.0110], [0.0176, 0.0051, -0.0168], [-0.0191, 0.0073, 0.0117], [0.0286, 0.0629, -0.0832], [0.0202, -0.0016, 0.0206], [0.0020, 0.0019, -0.0369], [-0.0581, 0.0044, 0.0534], [0.0721, 0.1121, 0.0521], [0.0118, 0.0077, 0.0904], [-0.0360, 0.0276, 0.0453], [-0.0326, 0.0339, -0.0264], [0.0270, 0.0260, -0.0155], [0.0468, -0.0035, 0.0453], [-0.0252, -0.0068, -0.0178], [-0.2145, 0.0107, -0.2053], [0.2193, 0.0103, 0.1927], [-0.1374, -0.0224, -0.0067], [0.0312, -0.0366, 0.1751], [-0.2428, -0.0509, -0.1971], [-0.3472, 0.2972, -0.1672], [0.1797, 0.0839, 0.0034], [-0.0057, 0.0068, -0.1084], [-0.0287, 0.0068, 0.0015], [-0.0095, -0.0228, 0.0245], [0.0651, -0.2325, 0.0095], [0.0137, -0.1457, 0.0219], [0.0245, -0.0015, -0.0106], [-0.0052, 0.0060, -0.0280]]
}

---

{
  "formula": "C8H21NSi",
  "method": "wB97M-V/def2-TZVPD",
  "homo_energy_ha": -0.334,
  "max_force_ha_per_bohr": 0.0326,
  "total_energy_ev": -18004.96309,
  "de_lowest_kj_mol": 0.0,
  "gap_ev": 10.093,
  "elements": ["C", "C", "Si", "C", "C", "C", "C", "C", "C", "N", "H", "H", "H", "H", "H", "H", "H", "H", "H", "H", "H", "H", "H", "H", "H", "H", "H", "H", "H", "H", "H"],
  "coordinates": [[-0.874957, -2.068097, -2.067589], [0.591599, -1.797151, -1.727403], [0.893659, -0.304529, -0.598196], [2.636211, -0.545421, 0.168349], [1.007398, 1.290715, -1.604211], [-0.294440, 1.716835, -2.166896], [-0.435523, -0.301851, 0.817280], [-0.478369, 0.983334, 1.620794], [-1.609303, 0.945372, 2.695324], [-1.376538, -0.000475, 3.767155], [-1.468938, -2.042997, -1.157493], [-1.028056, -3.051893, -2.521528], [-1.278835, -1.391298, -2.856225], [0.936586, -2.628646, -1.126371], [1.240508, -1.750106, -2.597041], [3.317354, -0.698521, -0.657453], [2.928266, 0.321421, 0.757425], [2.663823, -1.421734, 0.835794], [1.695742, 0.932996, -2.379428], [1.534029, 2.057213, -1.043894], [-0.203770, 2.528178, -2.921948], [-0.932093, 2.079941, -1.374160], [-0.826635, 0.878579, -2.605179], [-0.298322, -1.230925, 1.436859], [-1.384146, -0.396197, 0.284617], [0.498441, 1.172930, 2.059801], [-0.688144, 1.839364, 0.949207], [-2.545807, 0.669230, 2.211261], [-1.754347, 1.945723, 3.133721], [-0.441998, 0.120535, 4.141562], [-2.023394, 0.147473, 4.525868]],
  "forces_ev_per_angstrom": [[-0.1451, 0.0059, -1.1091], [-0.4092, 0.4320, 0.4329], [0.4627, -0.1983, 1.1413], [-1.1110, -0.2584, 0.1481], [0.9260, -1.3041, 0.5065], [-0.7108, 0.9663, -0.8168], [0.7305, -0.6659, -1.0722], [-0.9456, -0.0224, 0.4530], [0.3798, 0.8825, -0.1155], [0.6205, -0.6757, -0.0350], [-0.2854, 0.1631, -0.1452], [0.1938, -0.1271, 0.2000], [0.1761, -0.0659, 0.8654], [0.2867, -0.3963, 0.1639], [0.0368, 0.0021, -0.2394], [0.4577, -0.0034, -0.0910], [0.1516, 0.1153, -0.0659], [0.0251, 0.2022, -0.2932], [0.0674, 0.3273, -0.1878], [-0.0023, 0.2360, 0.0624], [-0.1369, -0.4948, 0.3588], [-0.3343, 0.2680, 0.2260], [-0.0839, -0.0654, -0.3099], [-0.1671, 0.9229, -0.4096], [-0.2316, -0.1779, 0.1488], [0.0906, 0.1469, 0.3728], [0.0936, -0.3645, 0.2961], [-0.0402, 0.0363, -0.1970], [0.0681, 0.1237, -0.4284], [-0.0539, 0.0023, 0.0624], [-0.1097, -0.0126, 0.0776]]
}